(1)
Below is C20H16F4N6 in the gas phase in a non-equilibrium geometry, with properties calculated with ωB97M-V with the def2-TZVPD basis set.

Last column: Löwdin charge in e.
Geometry (Å):
F  3.85952  -4.35489  1.95832  0.05
F  -1.60330  -2.32718  4.72331  0.12
F  -1.40038  -4.36963  5.73352  0.15
F  -0.43132  -2.58618  6.47166  0.07
N  -1.51354  -1.69244  -0.64907  0.18
N  -1.62219  6.12907  -3.87461  0.10
N  0.75808  -1.49435  -0.44453  0.17
C  -0.42763  -1.03440  -0.96676  -0.34
C  -1.81759  4.85445  -3.54850  -0.11
C  0.43447  -2.56161  0.26748  -0.29
C  0.33605  5.29689  -3.14052  0.00
C  -0.34325  6.41180  -3.61737  -0.37
C  2.74072  -4.21417  4.10728  0.05
C  0.77342  1.12032  -1.63662  -0.01
C  -1.74331  0.81029  -1.96131  0.00
C  0.63477  2.35589  -2.23166  -0.04
C  -1.78940  2.15688  -2.36726  -0.01
C  1.50945  -4.19663  4.92043  -0.02
C  0.40898  -3.44461  3.00283  0.10
C  2.76083  -3.98294  2.73451  -0.19
C  -0.42755  0.30663  -1.55738  -0.11
C  1.57126  -3.63879  2.14781  -0.17
C  -0.58277  2.95094  -2.55479  -0.16
C  0.39274  -3.65054  4.46087  -0.15
N  1.55346  -3.22913  0.82272  0.14
N  -0.63545  4.29351  -3.02133  -0.02
N  -0.91325  -2.72972  0.05705  -0.14
C  0.25201  7.74487  -3.83949  -0.03
C  -0.77323  -3.27499  5.27691  -0.49
C  -1.51769  -4.02031  0.19283  -0.03
H  -2.79143  4.43319  -3.49559  0.10
H  1.40276  5.32074  -2.86750  0.13
H  3.57461  -4.63601  4.60011  0.10
H  1.71691  0.83257  -1.33774  0.08
H  -2.70031  0.34481  -1.93210  0.10
H  1.61237  2.78943  -2.19801  0.10
H  -2.81196  2.55215  -2.47993  0.10
H  1.54451  -4.45871  6.03433  0.15
H  -0.55270  -3.10498  2.69472  0.09
H  2.44276  -2.80361  0.58997  0.15
H  1.27350  7.54623  -3.71701  0.06
H  -0.03990  8.21541  -4.74174  0.07
H  -0.09126  8.47302  -3.20334  0.05
H  -0.91723  -4.81499  -0.46169  0.14
H  -2.56137  -4.00835  -0.14987  0.09
H  -1.54516  -4.30994  1.19905  0.04

Output
**SMILES**: Cc1cn(-c2ccc(-c3nc(Nc4cc(C(F)(F)F)ccc4F)n(C)n3)cc2)cn1
**ΔE to the lowest compared entry with this formula, charge and spin**: 86.66 kJ/mol
**F_max**: 0.1099 hartree/bohr
**Spin multiplicity**: 1
**HOMO level**: -8.1 eV
**HOMO-LUMO gap**: 8.1 eV

(2)
Below is a molecular structure, C38H39Cl2N2O2S2SbV, with properties calculated with ωB97M-V with the def2-TZVPD basis set.

Last column: Löwdin charge in e.
Geometry (Å):
V  1.16770  -0.20069  0.00724  0.37
C  2.25678  -0.17289  2.77148  -0.22
C  3.17182  0.86054  2.11971  -0.17
N  2.91806  0.99587  0.66877  -0.18
C  2.94052  2.37961  0.19097  -0.25
C  1.69058  3.14362  0.62730  -0.41
S  0.16923  2.23735  0.20662  0.94
C  -0.63156  1.94124  1.80179  -0.42
C  0.18589  1.12947  2.79588  -0.23
N  0.89035  -0.03588  2.21263  -0.14
H  2.25040  -0.02668  3.85728  0.13
H  2.59953  -1.17666  2.53977  0.06
H  4.21355  0.59663  2.30810  0.13
H  3.00777  1.84006  2.57290  0.11
H  3.56040  0.39878  0.15041  0.07
H  2.99099  2.35383  -0.89830  0.13
H  3.82400  2.91861  0.55215  0.13
H  1.65448  4.10329  0.11413  0.08
H  1.68776  3.34868  1.69814  0.08
H  -1.55319  1.42352  1.52846  0.07
H  -0.91775  2.89357  2.24987  0.09
H  -0.47342  0.80242  3.60394  0.13
H  0.93202  1.77812  3.25553  0.11
H  0.37415  -0.88938  2.41242  0.10
Cl  -5.78046  -3.30599  -3.28609  0.66
C  -4.30942  -2.41018  -3.01841  -0.65
C  -3.75635  -1.71079  -4.12043  -0.07
C  -2.53170  -1.05252  -3.95635  -0.01
C  -1.89476  -1.01692  -2.74750  -0.09
C  -2.50596  -1.61214  -1.51689  -0.22
C  -3.72990  -2.42119  -1.80264  -0.08
C  -0.56509  -0.34602  -2.64879  -0.57
O  -0.03699  0.19441  -3.60195  0.07
O  -0.02297  -0.41677  -1.45724  -0.27
H  -4.26207  -1.72703  -5.07452  0.10
H  -2.05485  -0.57201  -4.80100  0.12
H  -1.76499  -2.26523  -1.03943  0.08
H  -4.16496  -2.99768  -0.99666  0.09
Cl  -4.88579  -1.69446  1.54172  0.70
C  -5.23121  -0.47060  0.34137  -0.59
C  -6.54001  -0.02453  0.23569  -0.11
C  -6.86032  0.91997  -0.72419  -0.08
C  -5.87143  1.41312  -1.56467  -0.07
C  -4.57040  0.95930  -1.43768  -0.02
C  -4.21800  0.00366  -0.48405  -0.25
C  -2.80718  -0.50676  -0.43439  -0.11
H  -7.29399  -0.42776  0.89724  0.10
H  -7.88130  1.26588  -0.81597  0.10
H  -6.11504  2.14891  -2.31959  0.10
H  -3.79692  1.33817  -2.09620  0.12
H  -2.58146  -0.92378  0.54775  0.08
H  -2.12743  0.32746  -0.60780  0.09
S  2.42190  -1.95657  0.04596  0.13
Sb  -0.28216  -3.92204  0.68328  1.44
C  0.98074  -5.22877  1.82652  -0.39
C  2.31625  -5.34604  1.43954  -0.15
C  3.19879  -6.13480  2.16383  -0.09
C  2.76292  -6.82045  3.28953  -0.10
C  1.43801  -6.71272  3.68378  -0.10
C  0.55696  -5.92011  2.95780  -0.13
C  -2.13998  -5.04658  0.69792  -0.37
C  -2.87980  -5.36812  1.83420  -0.15
C  -4.14485  -5.93525  1.73790  -0.10
C  -4.70830  -6.17875  0.49425  -0.09
C  -3.99618  -5.84992  -0.65059  -0.09
C  -2.72971  -5.29122  -0.54542  -0.16
C  0.29682  -4.70444  -1.21286  -0.41
C  0.35027  -6.08196  -1.41490  -0.13
C  0.70383  -6.59619  -2.65307  -0.09
C  1.00122  -5.73633  -3.70385  -0.09
C  0.94669  -4.36455  -3.51186  -0.07
C  0.60022  -3.85026  -2.26769  -0.14
H  2.67206  -4.81973  0.56190  0.06
H  4.22994  -6.21606  1.84280  0.10
H  3.45083  -7.43846  3.85266  0.10
H  1.08283  -7.25000  4.55455  0.10
H  -0.47276  -5.86461  3.28570  0.07
H  -2.49307  -5.16242  2.82562  0.08
H  -4.69234  -6.17930  2.64013  0.10
H  -5.69643  -6.61413  0.41738  0.10
H  -4.42788  -6.02207  -1.62896  0.10
H  -2.19274  -5.05305  -1.45768  0.09
H  0.10887  -6.75918  -0.60280  0.11
H  0.74487  -7.66842  -2.79961  0.10
H  1.27790  -6.13835  -4.67051  0.10
H  1.17867  -3.68883  -4.32553  0.11
H  0.58501  -2.77757  -2.11888  0.05

Output
**Expectation value of S²**: 3.851
**ΔE to the lowest compared entry with this formula, charge and spin**: 0.00 kJ/mol
**F_max**: 0.0111 hartree/bohr
**Spin multiplicity**: 4
**HOMO level (spin up / spin down)**: -6.7 / -7.3 eV
**HOMO-LUMO gap (spin up / spin down)**: 6.6 / 6.7 eV

(3)
Below is 2 unconnected molecules or ions with the total composition C2H4FNO in a non-equilibrium geometry, with properties calculated with ωB97M-V with the def2-TZVPD basis set.

Last column: Löwdin charge in e.
Geometry (Å):
C  -1.00150  0.09184  -0.07611  -0.41
C  1.10256  0.96298  0.02625  -0.04
N  -0.76487  -1.17959  0.02922  0.15
O  -1.76003  0.97305  0.08254  0.09
F  1.83176  -0.17605  -0.01207  -0.09
H  1.18675  1.58358  -0.78019  0.04
H  0.80909  1.19064  0.98983  0.04
H  0.12348  -1.54432  -0.23787  0.09
H  -1.52725  -1.90213  -0.02159  0.15

Output
**ΔE to the lowest compared entry with this formula, charge and spin**: 305.51 kJ/mol
**F_max**: 0.1203 hartree/bohr
**Spin multiplicity**: 1
**HOMO level**: -7.6 eV
**HOMO-LUMO gap**: 8.3 eV

(4)
Below is 2 unconnected molecules or ions with the total composition C4H5NO in a non-equilibrium geometry, with properties calculated with ωB97M-V with the def2-TZVPD basis set.

Last column: Löwdin charge in e.
Geometry (Å):
O  -2.27019  1.23609  0.07308  0.16
C  -1.27818  0.64196  -0.07825  -0.25
C  -0.13294  0.00935  -0.22791  -0.12
C  1.15184  0.71120  0.16608  -0.18
C  2.20081  -0.23701  0.55983  -0.23
N  3.04351  -0.97433  0.84831  0.14
H  -2.70570  -1.43270  -0.80651  0.06
H  -0.12493  -0.96588  -0.70412  0.10
H  -2.40346  -1.69481  -0.17978  0.06
H  0.97402  1.38930  1.00880  0.13
H  1.54522  1.31683  -0.65953  0.12

Output
**SMILES**: N#CCC=C=O.[H][H]
**ΔE to the lowest compared entry with this formula, charge and spin**: 220.93 kJ/mol
**F_max**: 0.0224 hartree/bohr
**Spin multiplicity**: 1
**HOMO level**: -9.6 eV
**HOMO-LUMO gap**: 10.0 eV

(5)
Below is 2 unconnected molecules or ions with the total composition C5H6N2Si in a non-equilibrium geometry, with properties calculated with ωB97M-V with the def2-TZVPD basis set.

Last column: Löwdin charge in e.
Geometry (Å):
C  -2.07793  0.15344  -0.81285  -0.33
C  -0.92900  -1.59286  1.38021  -0.35
C  -0.01749  2.70330  0.85711  -0.04
C  0.10583  1.40741  1.07435  -0.30
C  1.65195  -2.02637  -1.44180  0.08
N  -2.65453  0.56910  -1.72693  0.08
N  -1.16530  -2.54133  1.94347  0.08
Si  -0.57896  -0.12056  0.25337  0.71
H  0.25120  3.42337  1.48191  0.01
H  -0.46312  2.99985  -0.16056  0.10
H  0.67626  1.29085  1.96731  0.04
H  1.20187  -2.94420  -1.24960  -0.04
H  1.49466  -1.72600  -2.52042  0.01
H  2.50456  -1.59600  -1.04559  -0.05

Output
**ΔE to the lowest compared entry with this formula, charge and spin**: 390.18 kJ/mol
**F_max**: 0.1361 hartree/bohr
**Spin multiplicity**: 1
**HOMO level (spin up / spin down)**: -8.6 / -9.5 eV
**HOMO-LUMO gap (spin up / spin down)**: 8.0 / 7.7 eV

(6)
Below is 2 unconnected molecules or ions with the total composition C4H12N2 in a non-equilibrium geometry, with properties calculated with ωB97M-V with the def2-TZVPD basis set.

Last column: Löwdin charge in e.
Geometry (Å):
C  3.61046  0.20359  -0.33652  -0.19
N  2.42186  0.94567  -0.15511  0.00
C  1.49111  0.06447  0.52516  -0.32
C  0.04221  0.50861  0.30239  -0.34
N  -1.20842  0.21822  0.95130  0.11
C  -4.09100  -0.55766  -0.69059  -0.09
H  3.36531  -0.78512  -0.87370  0.11
H  3.98409  -0.14986  0.63803  0.09
H  4.34839  0.73298  -0.93409  0.07
H  1.49567  -0.98060  0.14843  0.10
H  1.65085  -0.15575  1.62226  0.14
H  -5.12925  -0.58984  -0.32212  0.00
H  0.15486  1.59213  0.43979  0.13
H  -0.11142  0.39783  -0.78731  0.11
H  -1.00359  0.31220  1.96855  0.05
H  -3.31187  -0.99056  0.07044  0.02
H  -3.88853  -1.22183  -1.65018  0.05
H  -3.82072  0.45554  -0.91675  -0.02

Output
**ΔE to the lowest compared entry with this formula, charge and spin**: 727.12 kJ/mol
**F_max**: 0.0746 hartree/bohr
**Spin multiplicity**: 1
**HOMO level**: -7.4 eV
**HOMO-LUMO gap**: 4.3 eV

(7)
Below is C3H10N4 in the gas phase in a non-equilibrium geometry, with properties calculated with ωB97M-V with the def2-TZVPD basis set.

Last column: Löwdin charge in e.
Geometry (Å):
C  0.63482  -0.59915  0.21472  -0.33
C  0.21633  -2.04705  0.22306  -0.10
C  2.01807  -0.30860  -0.30923  -0.10
N  -0.37343  0.14396  -0.99136  -0.01
N  -2.17735  2.51563  0.72608  -0.03
N  -0.70748  1.16680  -0.21812  -0.15
N  -1.93677  1.43651  -0.11100  -0.10
H  -1.19483  -0.34957  -1.36309  0.09
H  0.52962  -0.18695  1.22355  0.12
H  -1.40793  3.18461  0.76191  0.07
H  -3.03942  2.96408  0.43703  0.06
H  -0.81772  -2.13441  0.55804  0.08
H  0.85644  -2.60376  0.91431  0.08
H  0.31878  -2.48461  -0.77327  0.08
H  2.16012  0.76720  -0.38208  0.07
H  2.16036  -0.75062  -1.29109  0.08
H  2.76038  -0.71407  0.38052  0.08

Output
**SMILES**: CC(C)N/N=N/N
**ΔE to the lowest compared entry with this formula, charge and spin**: 298.65 kJ/mol
**F_max**: 0.0854 hartree/bohr
**Spin multiplicity**: 1
**HOMO level**: -8.2 eV
**HOMO-LUMO gap**: 9.5 eV

(8)
Below is a molecular structure, C18H9Br2F5NO3Pd, with properties calculated with ωB97M-V with the def2-TZVPD basis set.

Last column: Löwdin charge in e.
Geometry (Å):
Pd  0.20032  0.25668  0.18223  1.02
Br  -3.28216  -4.07107  -0.37788  0.72
C  -1.39693  -3.96515  -0.23935  -0.62
C  -0.67824  -5.15377  -0.14779  -0.20
C  0.68887  -5.16584  -0.06416  -0.65
Br  1.60122  -6.83539  0.02574  0.70
C  1.40297  -3.94642  -0.05837  -0.20
C  2.81036  -3.84672  0.01735  -0.04
C  3.42121  -2.62643  -0.00241  -0.05
C  2.62022  -1.47611  -0.06265  -0.12
N  1.30842  -1.54313  -0.11866  0.00
C  0.67121  -2.74028  -0.13126  -0.12
C  -0.80026  -2.68693  -0.24159  -0.47
O  -1.39106  -1.58898  -0.33374  -0.10
H  -1.22009  -6.09038  -0.15420  0.09
H  3.39487  -4.75456  0.08902  0.07
H  4.49540  -2.52516  0.05507  0.10
H  3.05011  -0.48144  -0.05791  0.11
F  0.80120  1.02408  2.69232  0.04
C  0.12172  -0.00843  2.09351  -0.45
F  0.73285  -1.15987  2.51489  0.05
C  -1.26896  -0.04666  2.78481  -0.60
F  -1.88238  -1.20666  2.57751  0.16
F  -1.11203  0.08856  4.12365  0.13
F  -2.06690  0.93690  2.38201  0.15
O  1.22703  1.98886  -1.20659  -0.05
C  0.37966  2.71979  -0.65157  -0.62
O  -0.53595  2.27816  0.12103  -0.10
C  0.40879  4.20390  -0.88605  -0.14
C  1.02925  4.71528  -2.01858  -0.03
C  1.06049  6.08351  -2.23717  -0.09
C  0.48550  6.94741  -1.31406  -0.11
C  -0.12912  6.43834  -0.17820  -0.09
C  -0.17463  5.06849  0.03181  -0.02
H  1.49118  4.02383  -2.71020  0.11
H  1.53750  6.48051  -3.12420  0.09
H  0.51630  8.01624  -1.48213  0.09
H  -0.57554  7.11163  0.54218  0.10
H  -0.66493  4.64610  0.89773  0.12

Output
**Total charge**: -1
**ΔE to the lowest compared entry with this formula, charge and spin**: 76.45 kJ/mol
**F_max**: 0.0137 hartree/bohr
**Spin multiplicity**: 1
**HOMO level**: -4.4 eV
**HOMO-LUMO gap**: 6.9 eV